# 1
60
Properties=species:S:1:pos:R:3 method="wB97M-V/def2-TZVPD" e_homo_ev=-10.28 lumo_energy_ha=-0.037 homo_lumo_gap_ev=9.26 e_tot_ha=-4869.5429
O -2.1983 0.0775 -2.1758
N -2.7477 -1.0068 -2.3167
O -2.4262 -2.0057 -1.7099
C -3.8921 -1.0739 -3.2153
C -4.5199 -2.2912 -3.3915
C -5.7071 -2.3380 -4.1056
C -6.2724 -1.1603 -4.5773
C -5.5784 0.0419 -4.4618
C -4.3930 0.0955 -3.7547
H -4.1130 -3.1710 -2.9153
H -6.2198 -3.2795 -4.2457
H -7.2796 -1.1488 -4.9734
H -6.0128 0.9462 -4.8661
H -3.8503 1.0149 -3.5900
O 3.3878 -1.9092 0.3711
N 3.9173 -1.3132 1.2843
O 3.6588 -1.4798 2.4670
C 4.9311 -0.3018 0.9521
C 5.5031 0.4365 1.9677
C 6.5078 1.3271 1.6433
C 6.9328 1.4670 0.3260
C 6.2775 0.7801 -0.6834
C 5.3003 -0.1470 -0.3719
H 5.1944 0.2683 2.9891
H 7.0410 1.8512 2.4260
H 7.7282 2.1699 0.1192
H 6.5843 0.9037 -1.7138
H 4.8112 -0.7142 -1.1496
Cl 1.1091 0.9977 -1.6951
C 0.1513 1.0536 -0.1827
C 0.9611 0.4165 0.9116
Cl 0.0705 0.4955 2.4463
H -0.7873 0.5533 -0.4027
H -0.0373 2.0956 0.0636
H 1.8539 1.0384 0.9925
H 1.2553 -0.6063 0.7041
Cl 1.0575 3.7554 3.8317
C 2.5522 2.8320 4.1601
C 2.3179 1.6518 5.0688
Cl 2.2000 2.1645 6.7782
H 3.2455 3.5309 4.6202
H 2.9579 2.5084 3.2031
H 3.1335 0.9370 4.9709
H 1.3912 1.1321 4.8519
Cl -6.0891 1.6363 -1.2415
C -4.7191 1.4526 -0.1445
C -3.5494 2.3543 -0.4717
Cl -3.9587 4.0660 -0.3456
H -4.3692 0.4212 -0.0954
H -5.0469 1.6958 0.8670
H -3.1576 2.1896 -1.4719
H -2.7494 2.0737 0.2170
Cl -1.7963 -4.7040 1.1723
C -0.7638 -3.2903 0.7874
C 0.1910 -3.5551 -0.3369
Cl 1.1939 -4.9955 -0.0722
H -0.2633 -3.0404 1.7183
H -1.4428 -2.4950 0.4924
H 0.8692 -2.7118 -0.4538
H -0.3458 -3.6930 -1.2712


# 2
60
Properties=species:S:1:pos:R:3 method="wB97M-V/def2-TZVPD" total_charge=+1 e_homo_ev="-10.80 / -10.77" lumo_energy_ha="-0.091 / -0.084" multiplicity=2 homo_lumo_gap_ev="8.32 / 8.48" s_squared=0.7679 e_tot_ha=-3405.7124
Cr -0.6579 0.5345 0.0619
O -2.1161 0.8623 -1.0700
N -3.3489 0.5763 -0.5960
C -4.3881 0.9698 -1.3667
C -5.6698 0.7122 -0.9775
C -5.8788 0.0357 0.2315
C -4.8059 -0.3483 0.9918
C -3.4941 -0.0744 0.5729
S -2.0854 -0.5113 1.4613
H -4.0916 1.4807 -2.2695
H -6.4902 1.0320 -1.6015
H -6.8835 -0.1820 0.5667
H -4.9345 -0.8674 1.9305
N 1.0296 0.2023 1.3147
C 2.0401 -0.5544 0.5610
C 3.0336 -1.2382 1.5090
C 4.2273 -2.0246 0.9481
C 5.0031 -1.3387 -0.1769
N 4.2804 -1.5705 -1.4255
C 4.4213 -0.8942 -2.5428
N 3.5307 -1.0735 -3.5233
N 5.4272 -0.0239 -2.7035
C 1.2944 -1.3944 -0.4890
O 1.8034 -2.3925 -0.9982
O 0.1847 -0.8839 -0.8783
H 1.4241 1.0827 1.6433
H 0.7391 -0.3053 2.1455
H 2.5589 0.1951 -0.0509
H 2.4733 -1.9026 2.1728
H 3.4205 -0.4388 2.1504
H 3.9066 -3.0038 0.5904
H 4.9150 -2.2122 1.7724
H 6.0106 -1.7548 -0.2489
H 5.0907 -0.2622 0.0114
H 3.4421 -2.1696 -1.3303
H 2.7038 -1.6268 -3.3536
H 3.6073 -0.5954 -4.4023
H 6.1914 -0.0117 -2.0510
H 5.5600 0.4572 -3.5753
C 0.7329 4.3326 4.2552
C 1.7565 3.6426 3.4083
C 2.7341 2.8289 3.9573
C 3.6590 2.1787 3.1482
Cl 4.8552 1.1440 3.8680
C 3.6408 2.3515 1.7811
C 2.6610 3.1601 1.2075
C 1.7221 3.7868 2.0147
O 0.7038 4.5518 1.5199
C 0.3804 4.2922 0.1748
C 0.0008 2.8303 0.0329
O -0.6669 2.2761 0.9660
O 0.3917 2.1203 -0.9199
H 0.8975 4.1203 5.3097
H -0.2728 4.0090 3.9834
H 0.7690 5.4124 4.1070
H 2.7742 2.6844 5.0290
H 4.3935 1.8782 1.1633
H 2.6664 3.2963 0.1346
H 1.2069 4.5193 -0.5019
H -0.4694 4.9201 -0.0883


# 3
55
Properties=species:S:1:pos:R:3 method="wB97M-V/def2-TZVPD" e_homo_ev=-8.47 lumo_energy_ha=0.009 homo_lumo_gap_ev=8.71 e_tot_ha=-2101.3190
C 5.0747 3.1973 1.8639
C 4.5014 2.1185 0.9376
N 3.2155 2.4107 0.3246
C 2.1342 2.6972 1.2585
C 1.9061 1.5896 2.2809
C 3.2993 3.3751 -0.7629
C 3.6858 2.6612 -2.0707
N 2.8590 1.4890 -2.2254
C 1.7407 1.4884 -2.9806
O 1.5064 2.3135 -3.8429
C 0.8006 0.3494 -2.7107
C -0.0793 -0.0412 -3.7194
C -1.0089 -1.0420 -3.5108
C -1.0768 -1.6635 -2.2685
Cl -2.2218 -2.8940 -1.9603
C -0.2142 -1.2717 -1.2585
S -0.2593 -2.0527 0.3567
O -0.1674 -3.4709 0.2050
O 0.7080 -1.3866 1.1785
N -1.8123 -1.7322 0.8790
C -2.1252 -0.5775 1.5977
C -1.5628 0.6437 1.2719
C -1.8973 1.7810 1.9908
C -2.8032 1.6995 3.0287
C -3.3845 0.4832 3.3586
C -3.0513 -0.6613 2.6544
O -3.5566 -1.9121 2.8929
C -4.4986 -2.0654 3.9271
C 0.7169 -0.2755 -1.4717
H 5.1581 4.1523 1.3497
H 4.4490 3.3314 2.7422
H 6.0669 2.8998 2.1930
H 4.3967 1.1852 1.4956
H 5.2104 1.9366 0.1261
H 1.2246 2.8023 0.6581
H 2.2921 3.6529 1.7875
H 2.7275 1.5242 2.9889
H 1.7791 0.6226 1.8011
H 0.9976 1.8060 2.8383
H 4.0113 4.1886 -0.5666
H 2.3135 3.8225 -0.9066
H 4.7341 2.3535 -2.0571
H 3.5129 3.3166 -2.9254
H 2.9220 0.8569 -1.4410
H -0.0202 0.4659 -4.6707
H -1.6858 -1.3429 -4.2942
H -2.3026 -2.5541 1.2013
H -0.8591 0.6965 0.4584
H -1.4503 2.7281 1.7312
H -3.0690 2.5809 3.5918
H -4.0896 0.4408 4.1734
H -4.0753 -1.7940 4.8990
H -5.3982 -1.4704 3.7407
H -4.7603 -3.1223 3.9311
H 1.3371 -0.0022 -0.6309


# 4
52
Properties=species:S:1:pos:R:3 method="wB97M-V/def2-TZVPD" e_homo_ev=-9.15 lumo_energy_ha=0.024 homo_lumo_gap_ev=9.81 e_tot_ha=-1593.6577
C 2.4323 2.3293 3.0541
C 0.9447 2.5056 2.7991
O 0.4021 1.3591 2.1313
C -0.0094 1.4906 0.8792
O 0.0053 2.5256 0.2580
C -0.6144 0.1929 0.3334
C -2.0319 0.1308 0.9586
C -2.8484 -1.0332 0.4778
C -2.8620 -2.2310 1.1839
C -3.5914 -3.3176 0.7353
C -4.3235 -3.2073 -0.4351
Cl -5.2357 -4.5608 -1.0070
C -4.3409 -2.0181 -1.1459
C -3.6066 -0.9413 -0.6843
C 0.2291 -1.0279 0.7259
C 1.4245 -1.1664 -0.2314
N 1.7493 0.1213 -0.8106
C 2.7867 0.8234 -0.2940
O 3.5211 0.3416 0.5472
C 3.0252 2.2377 -0.8410
C 3.6661 2.1842 -2.2344
C 5.1327 1.9364 -1.8757
C 5.2743 2.5888 -0.4897
O 3.9678 2.9150 -0.0406
C 0.7481 0.5759 -1.7470
C -0.6632 0.2916 -1.1948
H 2.7944 3.1657 3.6453
H 2.9849 2.2976 2.1190
H 2.6131 1.4046 3.5960
H 0.3934 2.5854 3.7415
H 0.7550 3.3908 2.1848
H -2.5485 1.0626 0.7166
H -1.9139 0.0736 2.0424
H -2.3057 -2.3153 2.1059
H -3.5956 -4.2425 1.2903
H -4.9261 -1.9368 -2.0484
H -3.6321 -0.0125 -1.2340
H 0.5782 -0.9072 1.7505
H -0.3834 -1.9282 0.6699
H 1.1886 -1.8542 -1.0489
H 2.3067 -1.5286 0.2971
H 2.1029 2.8227 -0.7886
H 3.2485 1.4033 -2.8657
H 3.5464 3.1498 -2.7274
H 5.8174 2.3688 -2.6021
H 5.3254 0.8660 -1.8054
H 5.7480 1.9081 0.2247
H 5.8435 3.5231 -0.5238
H 0.8854 0.0489 -2.7009
H 0.8639 1.6418 -1.9256
H -1.3283 1.1004 -1.4945
H -1.0532 -0.6457 -1.5923


# 5
49
Properties=species:S:1:pos:R:3 method="wB97M-V/def2-TZVPD" total_charge=+2 e_homo_ev="-15.14 / -15.07" lumo_energy_ha="-0.278 / -0.276" multiplicity=2 homo_lumo_gap_ev="7.58 / 7.57" s_squared=0.8042 e_tot_ha=-2236.0828
C -0.1646 -0.1955 -4.5816
C 1.2184 0.3134 -4.5705
C -0.4084 -1.6096 -4.9172
C -1.2924 0.7513 -4.6003
Cl -0.1139 -0.3677 -1.6939
H -0.4160 -1.7564 -6.0070
H -1.3822 -1.9456 -4.5358
H 0.3773 -2.2559 -4.5035
H 1.5500 0.5648 -5.5851
H 1.9097 -0.4420 -4.1785
H 1.2984 1.2215 -3.9631
H -1.4968 1.0942 -5.6227
H -1.0750 1.6373 -3.9928
H -2.2092 0.2773 -4.2273
C 1.1158 -1.9673 2.3201
C 0.4071 -3.0065 1.6564
C 0.7397 -2.9704 0.2630
H -0.2481 -3.7204 2.1421
C 1.7215 -1.9456 0.0766
C 1.9704 -1.3370 1.3514
H 2.6664 -0.5236 1.5315
H 1.0483 -1.7492 3.3812
H 0.3410 -3.6270 -0.5024
H 2.1670 -1.6413 -0.8623
C -2.3884 -0.1166 1.8075
C -1.9278 -1.4223 2.1505
C -2.0305 -2.2424 0.9365
H -1.7307 -1.7995 3.1534
C -2.4322 -1.3950 -0.1279
C -2.6844 -0.0925 0.4187
H -3.0917 0.7531 -0.1350
H -2.6296 0.6753 2.5150
H -1.9868 -3.3284 0.8854
H -2.6160 -1.7234 -1.1478
V -0.1715 -1.0852 0.8169
C 1.6873 4.2948 3.7784
C 1.1478 3.0791 3.0975
C 1.1576 2.9484 1.7051
C 0.7328 1.7629 1.1148
N 0.2888 0.7165 1.8652
C 0.2085 0.8585 3.2187
C 0.6268 2.0216 3.8537
H 2.4864 4.0275 4.4869
H 2.0976 4.9888 3.0353
H 0.9000 4.8118 4.3474
H 1.5237 3.7553 1.0679
H 0.7376 1.6132 0.0351
H -0.1895 0.0152 3.7998
H 0.5595 2.0845 4.9425


# 6
56
Properties=species:S:1:pos:R:3 method="wB97M-V/def2-TZVPD" total_charge=+1 e_homo_ev="-11.35 / -11.35" lumo_energy_ha="-0.127 / -0.127" homo_lumo_gap_ev="7.91 / 7.90" e_tot_ha=-2796.5224
Co 0.5509 1.0853 0.5072
C 3.7188 1.5805 4.3918
O 2.3365 1.5127 3.9864
C 2.0155 1.4214 2.7277
O 0.8176 1.3729 2.4121
N 2.9780 1.4050 1.7767
N 2.5198 1.3025 0.4527
H 3.6931 1.6415 5.4733
H 4.1881 2.4783 3.9894
H 4.2456 0.6754 4.0907
H 3.9641 1.4959 1.9568
H 2.8870 0.4623 0.0113
H 2.6977 2.1314 -0.1249
O 0.4510 0.8816 -1.3240
C 0.9784 1.8470 -2.0351
O 1.5953 2.7815 -1.5098
C 0.7851 1.7458 -3.5004
C 0.0871 0.6771 -4.0582
C -0.0744 0.6059 -5.4317
C 0.4558 1.5989 -6.2448
C 1.1492 2.6662 -5.6887
C 1.3158 2.7410 -4.3168
H -0.3247 -0.0891 -3.4163
H -0.6144 -0.2218 -5.8713
H 0.3271 1.5408 -7.3176
H 1.5587 3.4375 -6.3267
H 1.8541 3.5628 -3.8650
C -3.8053 -5.5309 1.5414
C -2.9876 -4.2832 1.3427
C -2.6570 -3.8439 0.0704
C -1.8866 -2.7029 -0.1314
C -1.5470 -2.2296 -1.5200
C -1.4531 -2.0089 0.9902
C -1.7650 -2.4151 2.2868
C -1.2785 -1.6395 3.4818
C -2.5377 -3.5578 2.4385
C -0.6469 -0.7920 0.8061
O 0.6378 -0.7658 0.7816
O -1.1708 0.3642 0.6583
H -4.2548 -5.8628 0.6072
H -4.6055 -5.3645 2.2624
H -3.1836 -6.3431 1.9206
H -3.0077 -4.3996 -0.7915
H -1.8864 -2.9437 -2.2674
H -0.4684 -2.1062 -1.6412
H -2.0172 -1.2675 -1.7346
H -1.5983 -0.5966 3.4345
H -0.1882 -1.6520 3.5443
H -1.6692 -2.0624 4.4048
H -2.7972 -3.8905 3.4372
C 0.3299 4.2013 0.7128
O -0.2507 2.8963 0.5101
H -0.4788 4.9219 0.8105
H 0.9944 4.4587 -0.1061
H 0.8689 4.1518 1.6559
H -0.8459 2.9240 -0.2505


# 7
80
Properties=species:S:1:pos:R:3 method="wB97M-V/def2-TZVPD" e_homo_ev=-9.72 lumo_energy_ha=0.004 homo_lumo_gap_ev=9.82 e_tot_ha=-4787.0536
C -0.3762 1.5159 -0.0113
Si -1.5284 2.3395 -1.2240
C -0.6054 2.6827 -2.8104
C -2.0670 3.9880 -0.4848
O -2.7858 1.2636 -1.4322
C -3.7426 1.4613 -2.4597
C -4.6821 2.6218 -2.1515
O -5.9527 2.3941 -2.7888
S -7.1830 2.1008 -1.7833
O -8.2405 1.6406 -2.6360
O -6.5485 0.6972 -1.0905
S -6.2468 0.7965 0.5513
H -0.1958 0.4749 -0.2818
H 0.5669 2.0628 0.0353
H -0.8486 1.5380 0.9746
H -0.9905 3.5266 -3.3865
H 0.4099 2.9586 -2.5043
H -0.5034 1.8152 -3.4660
H -2.0386 4.7811 -1.2353
H -1.3495 4.2546 0.2951
H -3.0621 3.9512 -0.0387
H -4.3558 0.5617 -2.5276
H -3.2590 1.5939 -3.4331
H -4.7861 2.7032 -1.0662
H -4.3107 3.5826 -2.5114
H -4.9066 0.7955 0.4562
C 3.0140 -3.1473 3.2460
C 2.7857 -3.4870 1.7683
C 3.4421 -2.5977 0.7056
F 2.9916 -1.3311 0.7790
F 3.1285 -3.0876 -0.5134
F 1.4629 -3.6062 1.5216
F 3.3560 -4.7148 1.5847
O 1.9939 -2.4218 3.9079
C 1.9727 -1.0514 3.9090
C 0.7141 -0.4840 3.2369
F 0.5955 -0.9589 1.9812
F 0.8280 0.8600 3.1893
F 3.0888 -0.5347 3.3667
F 1.9240 -0.6475 5.1954
H 3.0142 -4.1162 3.7456
H 3.9981 -2.7080 3.4073
H 4.5288 -2.6070 0.8230
H -0.1715 -0.7568 3.8114
C 5.6661 4.1492 -5.2272
C 4.5838 4.0826 -6.3125
C 3.3728 5.0130 -6.1759
F 2.6805 4.7448 -5.0517
F 2.5567 4.8147 -7.2329
F 4.1716 2.8131 -6.4875
F 5.1989 4.4880 -7.4648
O 5.6212 3.1739 -4.2030
C 4.9050 3.3492 -3.0557
C 3.8136 2.2817 -2.8918
F 2.9782 2.2883 -3.9470
F 3.1011 2.5598 -1.7757
F 4.3976 4.5888 -2.9513
F 5.7538 3.1743 -2.0150
H 6.5922 3.9335 -5.7578
H 5.7524 5.1584 -4.8230
H 3.6927 6.0581 -6.1665
H 4.2650 1.2928 -2.7964
C -2.4643 -3.5812 3.7365
C -1.5375 -3.6734 4.9558
C -0.2821 -4.5392 4.8271
F -0.6148 -5.8277 4.6111
F 0.4133 -4.4715 5.9853
F -2.2318 -4.0235 6.0533
F -1.0645 -2.3992 5.1548
O -3.6050 -4.4136 3.7243
C -3.5841 -5.6799 3.2123
C -3.9366 -6.7330 4.2745
F -3.0875 -6.6596 5.3160
F -3.8288 -7.9585 3.7173
F -2.4236 -5.9648 2.6013
F -4.5609 -5.7542 2.2784
H -2.8750 -2.5733 3.7854
H -1.8943 -3.6542 2.8085
H 0.3542 -4.1847 4.0146
H -4.9584 -6.5771 4.6246


# 8
61
Properties=species:S:1:pos:R:3 method="wB97M-V/def2-TZVPD" e_homo_ev=-8.06 lumo_energy_ha=-0.036 homo_lumo_gap_ev=7.07 e_tot_ha=-2532.2493
C 6.1601 -0.6683 -0.1453
C 5.1343 -0.6597 -1.2756
P 3.6665 -1.6233 -0.7481
C 2.7084 -2.2708 -2.1553
C 2.0061 -1.2991 -3.1448
C 2.6967 -0.7813 0.6185
C 3.2295 -1.3919 1.8379
N 3.7035 -1.8368 2.8122
C 2.9422 0.7401 0.8195
C 2.9349 1.5943 -0.4573
C 2.0095 2.8155 -0.3482
S 1.0142 3.0782 -1.8185
O 1.3166 4.3628 -2.3363
O 1.1086 1.9626 -2.7020
O -0.4745 3.1924 -1.2576
C 1.1595 -1.0818 0.6230
F 0.9194 -2.3760 0.3360
C 0.6803 -0.8713 2.0137
N 0.3028 -0.7083 3.1146
C 0.3233 -0.1171 -0.2059
C -1.1131 -0.5960 -0.4797
O -1.6394 -1.4351 0.4927
C -1.3209 -1.2381 -1.8306
F -2.6391 -1.2866 -2.0766
F -0.8834 -2.4863 -1.8801
F -0.7826 -0.5170 -2.7974
H 7.0820 -0.1835 -0.4306
H 6.3972 -1.7027 0.0559
H 5.7665 -0.2807 0.7807
H 5.5632 -1.2261 -2.0898
H 4.9494 0.3365 -1.6613
H 3.4357 -2.8227 -2.7320
H 1.9961 -3.0125 -1.8424
H 2.5681 -1.2710 -4.0687
H 1.9413 -0.2775 -2.8058
H 1.0430 -1.6895 -3.4189
H 2.2713 1.1243 1.5741
H 3.9201 0.8089 1.2648
H 3.9267 2.0011 -0.5637
H 2.7459 1.0284 -1.3563
H 1.3363 2.7592 0.4939
H 2.5864 3.7121 -0.2218
H -0.7937 2.3103 -1.0274
H 0.7880 0.1856 -1.1368
H 0.2278 0.7797 0.3878
H -1.7321 0.2929 -0.5221
H -2.0265 -0.9013 1.1857
O -3.7357 0.5601 0.6417
N -4.8802 0.9746 0.5958
O -5.2867 1.7422 -0.2409
C -5.8211 0.5097 1.6212
C -5.3754 -0.3473 2.6110
C -6.2661 -0.7656 3.5843
C -7.5833 -0.3283 3.5553
C -8.0149 0.5255 2.5492
C -7.1304 0.9507 1.5730
H -4.3520 -0.6876 2.6318
H -5.9319 -1.4316 4.3669
H -8.2757 -0.6537 4.3198
H -9.0414 0.8624 2.5267
H -7.4614 1.6161 0.7902